Entry from the OMol25 dataset: C33H36AsBCsIN12S as an isolated structure at a distorted geometry (ωB97M-V with the def2-TZVPD basis set).

Geometry as XYZ:
```
86
Properties=species:S:1:pos:R:3:forces:R:3:lowdin_charge:R:1
Cs -0.096209 -0.417271 0.097589 -0.251 0.676 0.197 0.838
C 0.980097 -0.982486 4.945266 0.017 0.031 0.016 -0.097
C 0.128058 -1.033017 3.830786 0.077 -0.014 0.135 -0.195
N 0.819744 -1.219556 2.715492 -0.024 -0.188 0.194 -0.074
N 2.106922 -1.292387 3.069905 0.212 -0.109 0.396 -0.045
C 2.238854 -1.152284 4.403165 -0.141 -0.003 0.085 -0.109
B 3.292910 -1.457977 2.080061 -0.238 0.218 -0.229 -0.552
N 3.666675 -0.094044 1.475159 0.395 -0.024 0.055 -0.047
C 4.791901 0.596666 1.759773 0.004 0.126 -0.071 -0.113
C 4.754754 1.783853 1.059509 0.025 -0.028 0.012 -0.091
C 3.536348 1.723344 0.360032 0.081 -0.013 0.066 -0.176
N 2.896843 0.594285 0.620007 -0.232 0.082 -0.059 0.013
N 2.968914 -2.499523 0.993803 0.226 -0.337 0.240 -0.048
C 3.255005 -3.814863 1.098973 -0.029 -0.077 -0.168 -0.108
C 2.849513 -4.434734 -0.064414 0.028 -0.051 0.017 -0.084
C 2.315411 -3.388765 -0.836685 0.095 -0.079 0.194 -0.178
N 2.391041 -2.238604 -0.184848 -0.097 0.161 -0.249 -0.002
H 0.718776 -0.852939 5.982192 0.007 0.012 -0.001 0.075
H -0.947965 -0.947882 3.801572 0.003 0.004 -0.066 0.098
H 3.205099 -1.188521 4.878862 0.031 -0.003 -0.077 0.106
H 4.235677 -1.855958 2.719025 0.047 0.014 0.087 0.109
H 5.531495 0.204317 2.438393 -0.031 -0.059 -0.015 0.101
H 5.493652 2.567448 1.051439 -0.009 0.006 0.007 0.074
H 3.103751 2.447920 -0.313805 -0.041 -0.019 0.003 0.096
H 3.730035 -4.217205 1.978882 0.002 0.067 0.022 0.107
H 2.933013 -5.478369 -0.318690 -0.008 0.003 0.013 0.075
H 1.885444 -3.415865 -1.825125 -0.038 0.013 0.017 0.062
S -5.762790 -0.334343 -0.278149 0.305 0.033 -0.056 1.049
C -5.404129 1.361832 -0.239124 0.158 -0.138 0.021 -0.490
C -6.263060 2.434298 -0.045422 -0.006 0.014 -0.005 -0.119
C -5.723646 3.710224 -0.012237 -0.127 -0.087 -0.006 -0.116
C -4.354433 3.905911 -0.200569 0.077 0.070 -0.021 -0.094
C -3.497587 2.841158 -0.410927 0.085 -0.056 -0.043 -0.005
C -4.017239 1.546555 -0.408796 -0.556 0.163 0.057 -0.302
N -3.290624 0.389743 -0.543457 0.572 -0.153 -0.046 0.076
C -4.005396 -0.676903 -0.490687 -0.677 0.549 0.145 -0.499
C -3.538090 -2.053616 -0.559057 0.355 -0.739 -0.170 -0.307
C -4.363588 -3.056253 -0.018487 -0.055 0.287 0.022 -0.110
C -3.965061 -4.375429 -0.039613 -0.012 -0.131 -0.046 -0.134
C -2.727449 -4.688893 -0.596782 -0.039 -0.096 0.043 -0.127
C -1.931779 -3.681497 -1.117508 0.151 0.229 -0.237 -0.179
C -2.276244 -2.313543 -1.160945 -0.560 -0.213 0.379 -0.224
H -7.325827 2.263056 0.076214 0.000 0.084 0.042 0.095
H -6.375959 4.558123 0.158519 0.027 0.021 -0.032 0.090
H -3.951588 4.911150 -0.187089 -0.004 -0.006 -0.018 0.098
H -2.440434 2.995613 -0.594963 0.016 -0.002 0.049 0.084
H -5.308164 -2.791424 0.449989 -0.028 -0.057 0.001 0.063
H -4.603478 -5.152914 0.365166 0.015 0.024 0.050 0.083
H -2.397157 -5.724678 -0.606546 0.037 0.013 -0.030 0.084
H -0.963566 -3.959049 -1.543702 -0.006 -0.126 0.067 0.058
N -0.054210 3.656510 -1.441926 -0.014 0.129 -0.034 0.076
C -0.068364 4.436248 -2.317834 0.151 -0.632 0.012 -0.394
N -0.136400 5.364573 -3.181634 -0.340 0.906 0.271 0.040
C 0.111827 5.553337 -4.434975 0.173 -0.381 -0.228 -0.466
N 0.299437 5.834089 -5.549969 -0.003 -0.016 0.073 0.028
I 0.357937 5.457507 5.149887 -0.018 -0.255 -0.304 0.744
C 0.271975 4.239009 3.458756 0.021 0.301 0.284 -0.770
C 0.113797 4.665399 2.158443 -0.022 0.115 0.162 -0.173
N 0.116911 3.555982 1.404086 -0.011 0.361 -0.507 -0.017
N 0.270369 2.451206 2.125072 -0.030 -0.473 0.047 0.029
C 0.367653 2.841315 3.386500 -0.014 0.026 0.005 -0.214
H -0.006855 5.658862 1.761426 0.028 -0.066 -0.126 0.110
H 0.061684 3.518654 0.361637 0.008 -0.069 0.352 0.058
H 0.502919 2.126816 4.182599 0.006 -0.056 -0.050 0.092
C 0.908694 -3.498020 -4.619838 -0.066 0.116 0.084 -0.196
C -0.207042 -2.454670 -4.621342 0.082 -0.071 0.068 -0.441
As -0.127382 -1.257395 -3.026423 0.084 -0.110 -1.217 1.084
C -1.705082 -0.169873 -3.496581 -0.057 0.233 -0.050 -0.450
C -1.817191 0.354845 -4.924342 0.143 -0.011 0.037 -0.172
C 1.216707 0.031965 -3.751862 0.199 0.024 -0.039 -0.444
C 2.625994 -0.232293 -3.216540 -0.161 -0.033 0.011 -0.187
H 0.901558 -4.105100 -5.529731 -0.004 -0.018 0.006 0.056
H 0.803025 -4.168784 -3.764519 0.044 -0.025 -0.015 0.047
H 1.887217 -3.017188 -4.547083 0.024 -0.058 -0.009 0.049
H -1.181844 -2.949448 -4.605878 -0.023 0.049 0.021 0.062
H -0.149149 -1.850814 -5.529402 -0.047 0.043 0.038 0.046
H -1.687799 0.675195 -2.802780 -0.042 -0.048 0.060 0.044
H -2.577889 -0.764737 -3.234371 0.067 -0.057 0.101 0.038
H -0.945677 0.948990 -5.206504 -0.026 0.000 -0.045 0.056
H -2.695486 0.998305 -5.023873 0.003 0.006 0.003 0.063
H -1.924205 -0.457156 -5.646496 0.014 0.004 -0.015 0.050
H 0.893932 1.027656 -3.430232 -0.051 -0.015 -0.043 0.054
H 1.221857 0.027211 -4.846304 -0.094 0.027 0.016 0.054
H 2.636260 -0.229282 -2.124323 0.079 -0.037 -0.004 0.030
H 3.332449 0.524885 -3.567316 0.013 -0.001 0.013 0.061
H 2.994765 -1.208990 -3.541610 0.040 -0.001 0.044 0.046
```
Positions in Å, forces in eV/Å.

Properties
Total charge: -2
Gap between HOMO and LUMO: 5.18 eV

Entry from the OMol25 dataset: C27H30BiN6OS as an isolated structure at a distorted geometry (ωB97M-V with the def2-TZVPD basis set).

Geometry as XYZ:
```
66
Properties=species:S:1:pos:R:3:forces:R:3:lowdin_charge:R:1
Bi 0.042553 0.168706 -0.695479 1.084 0.938 0.222 1.756
C 2.774153 -1.316594 1.077621 0.172 -0.081 0.039 -0.151
N 1.659253 -0.570994 1.659921 -0.172 -0.007 0.008 -0.237
C 0.782353 -1.358694 2.497321 0.064 -0.157 0.155 -0.119
C -0.703147 -1.114194 2.351021 -0.331 -0.134 0.669 -0.235
C -1.526147 -1.569594 3.383221 -0.024 0.114 -0.128 -0.004
C -2.900847 -1.488294 3.260321 0.181 0.032 -0.184 -0.030
C -3.434747 -0.970794 2.086621 0.144 0.036 0.012 -0.024
C -2.556347 -0.533094 1.114321 -0.606 -0.101 0.176 -0.148
N -1.236247 -0.584794 1.257621 0.456 0.042 -0.077 -0.031
C 2.168353 0.610006 2.331921 0.153 0.095 0.064 -0.149
C 1.137653 1.663806 2.624721 0.200 0.050 0.475 -0.277
C 1.122053 2.304106 3.859721 -0.073 -0.069 -0.152 -0.007
C 0.251053 3.363006 4.054421 -0.084 0.004 -0.135 -0.041
C -0.567847 3.750506 3.006421 0.156 -0.063 0.056 -0.037
C -0.475547 3.049806 1.815321 -0.271 0.368 0.046 -0.128
N 0.342553 2.028506 1.627121 0.084 -0.242 -0.433 0.061
C 2.361653 -2.594894 0.398521 0.422 -0.304 0.310 -0.301
C 2.793953 -3.822894 0.893821 -0.052 0.120 -0.135 -0.018
C 2.383453 -4.985994 0.263321 -0.079 0.078 -0.066 -0.041
C 1.568453 -4.879894 -0.851579 0.111 0.049 0.094 -0.033
C 1.236053 -3.610194 -1.299579 -0.119 -0.437 -0.175 -0.139
N 1.609653 -2.497494 -0.690979 -0.100 0.466 0.031 0.077
H 3.534953 -1.553694 1.840521 -0.041 0.066 -0.115 0.132
H 3.236053 -0.665294 0.329021 0.069 -0.017 0.073 0.124
H 1.034653 -1.240094 3.563821 -0.004 -0.098 -0.108 0.138
H 0.926553 -2.418694 2.254821 -0.023 0.118 0.120 0.134
H -1.078047 -1.992794 4.268521 0.055 -0.039 0.107 0.120
H -3.540347 -1.838694 4.056021 -0.069 -0.025 0.053 0.117
H -4.500547 -0.918194 1.927321 -0.041 0.047 -0.033 0.115
H -2.902847 -0.154394 0.163821 -0.135 0.019 0.035 0.084
H 2.909553 1.077606 1.675321 0.031 -0.081 0.026 0.136
H 2.684953 0.345706 3.271121 0.002 -0.002 -0.130 0.132
H 1.793253 1.988006 4.644421 0.035 -0.049 0.046 0.116
H 0.221953 3.884106 4.998121 -0.006 0.048 0.118 0.115
H -1.244647 4.584206 3.095521 -0.086 0.073 0.019 0.110
H -1.069247 3.333606 0.959921 -0.114 0.099 -0.037 0.089
H 3.452453 -3.866094 1.747921 0.000 0.038 0.127 0.117
H 2.699753 -5.947594 0.639221 -0.010 -0.088 -0.006 0.115
H 1.205253 -5.752294 -1.370779 0.014 -0.067 -0.086 0.112
H 0.649153 -3.488694 -2.198979 -0.004 -0.031 -0.079 0.067
C 1.592953 -0.364494 -3.605979 0.176 -0.356 -0.158 -0.088
N 0.785653 0.689206 -3.008479 -0.220 0.015 -0.089 -0.428
C 1.543953 1.931706 -2.928979 0.116 0.234 0.052 -0.093
C -0.461047 0.892906 -3.740579 -0.319 -0.037 -0.381 -0.185
C -1.468347 1.675406 -2.943679 -0.024 0.214 -0.141 -0.266
C -2.377047 2.485206 -3.613979 0.092 -0.054 0.035 -0.030
C -3.356047 3.172306 -2.920679 -0.046 -0.021 0.023 -0.066
C -3.438547 3.041306 -1.545779 -0.063 0.036 0.088 -0.074
C -2.534547 2.228906 -0.875079 -0.101 0.096 0.047 -0.157
C -1.536847 1.551406 -1.557179 0.166 -0.133 0.154 -0.292
H 1.931453 -0.087194 -4.609379 0.037 0.086 -0.016 0.104
H 1.007053 -1.276794 -3.684079 0.037 0.048 0.027 0.055
H 2.460353 -0.553494 -2.977979 0.124 0.002 0.019 0.087
H 1.887953 2.249106 -3.920279 -0.028 -0.038 0.020 0.105
H 2.416653 1.795806 -2.291379 0.062 -0.024 0.036 0.088
H 0.920353 2.719506 -2.511079 -0.024 0.073 0.033 0.091
H -0.890747 -0.087594 -3.963579 0.211 0.094 -0.062 0.094
H -0.259847 1.386506 -4.700079 -0.016 -0.002 -0.008 0.139
H -2.314847 2.572106 -4.687579 0.008 0.048 -0.181 0.117
H -4.054447 3.799206 -3.453079 -0.065 0.072 -0.037 0.109
H -4.203747 3.572106 -0.997579 -0.053 0.009 0.054 0.107
H -2.627347 2.116406 0.195121 -0.054 0.059 0.133 0.075
O -0.911447 -2.314194 -3.692279 -0.389 -0.419 -0.055 -0.540
S -1.696947 -2.280394 -2.459379 0.647 0.839 0.368 0.802
N -1.259747 -1.331694 -1.398379 -1.263 -1.644 -0.958 -0.572
```
Positions in Å, forces in eV/Å.

Properties
Total charge: +1
Gap between HOMO and LUMO: 8.38 eV

Entry from the OMol25 dataset: C12H20CdN2O2 as an isolated structure at a distorted geometry (ωB97M-V with the def2-TZVPD basis set).

Geometry as XYZ:
```
37
Properties=species:S:1:pos:R:3:forces:R:3:lowdin_charge:R:1
C 0.487773 -1.363269 -2.184849 1.544 -0.732 0.851 -0.242
C 0.264081 1.794719 -2.255750 -0.020 0.151 0.571 -0.108
C -0.833970 -1.429301 -2.858687 0.679 -0.960 1.311 -0.077
H 0.887665 -2.386378 -2.350213 0.045 0.482 0.304 0.099
C -0.965989 1.649792 -1.755203 0.119 0.398 -0.030 -0.118
H 0.889304 2.605432 -1.859208 -0.352 -0.326 0.164 0.098
H -1.247831 -2.432024 -2.980701 0.163 0.260 0.075 0.099
H -1.277394 2.317022 -0.942511 0.229 -0.060 -0.293 0.101
C -1.685266 -0.333762 -3.275756 -1.753 0.818 -0.181 -0.231
H -2.638686 -0.810452 -3.574849 0.296 0.388 -0.038 0.113
H -1.320815 0.183573 -4.173559 -0.121 -0.092 0.126 0.103
C 1.493018 -0.406682 -2.878082 -0.014 -0.156 0.126 -0.219
H 1.856406 -0.905420 -3.789118 -0.059 0.160 0.187 0.110
H 2.369642 -0.281832 -2.227658 -0.129 -0.042 -0.025 0.076
C 0.974646 0.977420 -3.296520 0.456 0.306 -0.555 -0.218
H 0.387073 0.877818 -4.216085 0.189 0.100 0.243 0.094
H 1.865454 1.567020 -3.572132 -0.276 -0.251 -0.131 0.107
C -2.063570 0.739861 -2.207759 0.088 -0.650 -0.291 -0.179
H -2.879734 1.345133 -2.637641 0.249 -0.047 0.161 0.114
H -2.500340 0.236162 -1.331648 0.110 0.059 -0.180 0.115
Cd 2.328160 -1.375168 1.014043 -0.085 0.110 -0.034 0.948
H 0.695770 -1.275271 -0.970700 -1.373 0.151 -2.330 0.060
C 0.686103 1.108904 4.453619 -1.134 0.015 1.092 -0.027
C 0.883408 0.061196 3.426989 2.498 0.627 -1.409 -0.316
N 1.941745 0.250563 2.645980 -1.058 -0.029 0.870 -0.160
O 2.584014 1.425489 3.046910 1.259 0.483 -0.615 -0.128
C 0.055147 -1.057998 3.174676 0.046 -1.726 -1.593 -0.326
C -1.117439 -1.453505 3.988049 -0.525 0.166 0.203 -0.056
N 0.350706 -1.769986 2.042569 -1.083 1.043 1.064 -0.268
O -0.492806 -2.568961 1.560776 0.446 -0.068 0.571 -0.166
H 0.563490 2.098295 3.995215 0.117 -0.314 0.036 0.100
H 1.543631 1.163926 5.135437 -0.158 -0.017 -0.256 0.099
H -0.207126 0.900378 5.047234 0.118 0.076 -0.053 0.073
H 3.348823 1.531578 2.452778 -0.529 -0.236 0.254 0.097
H -2.057152 -1.176383 3.489978 0.080 -0.176 0.128 0.087
H -1.129762 -2.538939 4.148661 -0.017 0.209 -0.162 0.084
H -1.093880 -0.963947 4.966415 -0.044 -0.119 -0.160 0.065
```
Positions in Å, forces in eV/Å.

Properties
Gap between HOMO and LUMO (alpha / beta): 6.02 / 7.31 eV